1.
{"formula": "C23H50N5OP2Tb", "method": "ωB97M-V/def2-TZVPD", "multiplicity": 7, "orbital_gap_ev": [7.12, 7.25], "total_charge": 2, "s_squared": 12.67, "e_tot_ev": -75157.8666, "lumo_ev": [-7.28, -7.16], "symbols": ["Tb", "P", "P", "N", "C", "H", "H", "C", "H", "H", "C", "H", "H", "C", "H", "H", "C", "C", "H", "H", "H", "C", "C", "H", "H", "H", "C", "C", "H", "H", "H", "C", "C", "H", "H", "H", "C", "O", "C", "H", "H", "H", "C", "H", "H", "H", "C", "H", "H", "H", "C", "H", "H", "H", "H", "H", "H", "H", "H", "H", "C", "N", "C", "N", "C", "N", "C", "N", "C", "C", "H", "H", "H", "H", "H", "H", "H", "H", "H", "H", "H", "H"], "coordinates": [[0.058, 0.104, -0.255], [0.371, -2.028, -2.093], [0.386, 2.851, 0.017], [0.713, 1.014, -2.530], [1.194, -1.268, -3.553], [2.104, -1.844, -3.768], [0.528, -1.393, -4.418], [1.570, 0.212, -3.442], [2.608, 0.331, -3.100], [1.523, 0.661, -4.453], [0.983, 2.492, -2.729], [0.069, 2.968, -3.118], [1.760, 2.604, -3.497], [1.482, 3.153, -1.453], [1.583, 4.241, -1.595], [2.481, 2.765, -1.193], [1.400, 3.728, 1.292], [2.458, 2.783, 1.885], [3.213, 2.484, 1.146], [2.022, 1.866, 2.315], [2.984, 3.302, 2.703], [-1.047, 3.905, -0.517], [-2.346, 3.559, 0.226], [-3.196, 3.952, -0.359], [-2.392, 4.017, 1.225], [-2.499, 2.473, 0.324], [-1.247, -2.618, -2.824], [-2.050, -3.450, -1.819], [-2.999, -3.742, -2.291], [-2.302, -2.865, -0.922], [-1.541, -4.373, -1.506], [1.436, -3.490, -1.690], [1.168, -4.064, -0.289], [1.833, -4.932, -0.138], [0.132, -4.417, -0.173], [1.389, -3.350, 0.517], [2.416, -0.334, -0.233], [3.563, -0.481, -0.316], [-0.731, 5.407, -0.555], [0.324, 5.651, -0.366], [-0.971, 5.801, -1.553], [-1.344, 5.963, 0.166], [-1.140, -3.262, -4.214], [-1.901, -4.048, -4.322], [-1.316, -2.511, -4.996], [-0.163, -3.718, -4.412], [1.435, -4.605, -2.738], [2.119, -5.395, -2.394], [0.443, -5.061, -2.855], [1.800, -4.267, -3.717], [0.515, 4.346, 2.378], [-0.260, 3.651, 2.735], [1.137, 4.617, 3.241], [0.019, 5.261, 2.031], [1.931, 4.530, 0.749], [2.439, -3.026, -1.678], [-1.189, 3.580, -1.561], [-1.770, -1.658, -2.946], [-0.274, 0.864, -2.784], [-1.666, 0.191, -1.238], [-1.030, 0.618, 2.977], [-0.466, -0.408, 2.034], [-1.559, -1.444, 1.782], [-2.058, -2.059, 3.035], [-2.560, -0.974, 3.924], [-1.513, 0.026, 4.237], [-0.392, -0.687, 4.898], [0.177, -1.740, 4.024], [0.642, -1.108, 2.770], [-0.910, -2.701, 3.726], [-0.233, 1.338, 3.212], [-1.872, 1.122, 2.480], [-1.131, -2.246, 1.154], [-2.397, -0.959, 1.259], [-2.889, -1.434, 4.866], [-3.394, -0.465, 3.415], [0.401, 0.036, 5.136], [-0.770, -1.168, 5.812], [1.079, -1.883, 2.119], [1.414, -0.367, 3.024], [-1.265, -3.118, 4.678], [-0.514, -3.506, 3.090]]}

***

2.
{"formula": "C23H50N6O7", "method": "ωB97M-V/def2-TZVPD", "smiles": "CN(C)C=O.CN(C)C=O.CN(C)C=O.CN(C)C=O.CN(C)C=O.CC(C)=O.CC(C)=O.CC#N", "multiplicity": 1, "e_above_lowest_kcal_mol": 0.0, "orbital_gap_ev": 9.50, "total_charge": 0, "e_tot_ev": -47934.5559, "lumo_ev": 0.23, "symbols": ["C", "N", "C", "C", "O", "H", "H", "H", "H", "H", "H", "H", "C", "N", "C", "C", "O", "H", "H", "H", "H", "H", "H", "H", "C", "N", "C", "C", "O", "H", "H", "H", "H", "H", "H", "H", "C", "N", "C", "C", "O", "H", "H", "H", "H", "H", "H", "H", "C", "N", "C", "C", "O", "H", "H", "H", "H", "H", "H", "H", "C", "C", "C", "O", "H", "H", "H", "H", "H", "H", "C", "C", "C", "O", "H", "H", "H", "H", "H", "H", "C", "C", "N", "H", "H", "H"], "coordinates": [[-2.620, 2.649, 1.750], [-2.194, 3.979, 1.379], [-2.395, 4.402, 0.015], [-1.623, 4.782, 2.300], [-1.452, 4.493, 3.470], [-3.662, 2.484, 1.455], [-2.506, 2.523, 2.819], [-2.032, 1.922, 1.176], [-3.466, 4.445, -0.205], [-2.045, 5.427, -0.103], [-1.862, 3.763, -0.688], [-1.315, 5.760, 1.899], [-5.528, -0.957, 0.224], [-4.460, -1.580, 0.991], [-4.621, -2.974, 1.365], [-3.243, -0.984, 1.027], [-2.231, -1.463, 1.484], [-5.446, -1.205, -0.838], [-5.512, 0.126, 0.343], [-6.501, -1.288, 0.582], [-5.487, -3.128, 2.004], [-4.710, -3.612, 0.477], [-3.731, -3.318, 1.887], [-3.314, 0.040, 0.621], [7.795, -1.092, -2.110], [6.757, -1.453, -3.053], [5.605, -2.130, -2.516], [6.946, -1.360, -4.395], [6.148, -1.704, -5.234], [7.400, -0.422, -1.338], [8.584, -0.526, -2.604], [8.205, -1.971, -1.605], [5.110, -1.561, -1.727], [4.906, -2.371, -3.310], [5.938, -3.068, -2.049], [7.958, -0.993, -4.631], [-2.586, -1.790, -2.550], [-2.842, -0.568, -3.289], [-1.738, 0.190, -3.853], [-4.089, -0.361, -3.760], [-4.400, 0.444, -4.616], [-3.266, -1.865, -1.702], [-1.568, -1.796, -2.160], [-2.634, -2.672, -3.195], [-1.582, 1.108, -3.283], [-0.817, -0.383, -3.884], [-1.962, 0.475, -4.883], [-4.829, -1.003, -3.250], [0.842, -2.490, 3.109], [0.199, -3.725, 3.527], [0.930, -4.590, 4.413], [-1.010, -4.083, 3.033], [-1.659, -5.047, 3.407], [0.116, -1.845, 2.617], [1.693, -2.686, 2.450], [1.205, -1.957, 3.992], [1.824, -4.976, 3.897], [1.255, -4.071, 5.314], [0.337, -5.469, 4.642], [-1.352, -3.435, 2.218], [0.219, 0.226, 0.003], [1.210, 0.360, -1.108], [2.558, 0.923, -0.737], [0.965, -0.046, -2.222], [-0.799, 0.451, -0.316], [0.431, 0.857, 0.864], [0.250, -0.822, 0.319], [3.162, 0.048, -0.464], [2.484, 1.556, 0.144], [3.055, 1.405, -1.575], [-0.106, 1.451, 4.084], [0.724, 2.540, 3.450], [0.900, 3.774, 4.279], [1.138, 2.454, 2.315], [-1.076, 1.852, 4.377], [0.403, 1.086, 4.980], [-0.239, 0.618, 3.398], [-0.081, 4.045, 4.679], [1.326, 4.619, 3.753], [1.516, 3.519, 5.150], [1.838, 1.897, -4.518], [1.628, 3.219, -5.122], [1.467, 4.261, -5.582], [1.804, 1.949, -3.440], [2.746, 1.452, -4.915], [1.013, 1.264, -4.854]]}

***

3.
{"formula": "C23H51BrNbO10S5", "method": "ωB97M-V/def2-TZVPD", "multiplicity": 1, "orbital_gap_ev": 6.31, "total_charge": -1, "e_tot_ev": -170914.2558, "lumo_ev": 1.77, "symbols": ["C", "C", "C", "Br", "Nb", "H", "H", "H", "H", "H", "H", "H", "H", "H", "H", "H", "C", "C", "C", "S", "O", "O", "C", "H", "H", "H", "H", "H", "H", "H", "H", "C", "C", "C", "S", "O", "O", "C", "H", "H", "H", "H", "H", "H", "H", "H", "C", "C", "C", "S", "O", "O", "C", "H", "H", "H", "H", "H", "H", "H", "H", "C", "C", "C", "S", "O", "O", "C", "H", "H", "H", "H", "H", "H", "H", "H", "C", "C", "C", "S", "O", "O", "C", "H", "H", "H", "H", "H", "H", "H", "H"], "coordinates": [[0.339, 1.311, 0.207], [-0.342, 2.668, 0.487], [-1.686, 2.888, -0.268], [-1.388, 3.017, -2.248], [-3.381, 1.462, 0.317], [1.038, 1.321, -0.625], [-0.362, 0.485, 0.054], [0.927, 1.052, 1.102], [-0.431, 2.841, 1.563], [0.349, 3.445, 0.131], [-2.027, 3.898, 0.011], [-2.438, -0.050, -0.043], [-3.946, 1.431, -1.440], [-4.453, 2.920, 0.643], [-2.883, 1.451, 2.101], [-4.804, 0.400, 0.764], [-1.163, 7.112, 3.070], [-0.716, 6.778, 1.642], [0.802, 6.581, 1.666], [1.199, 6.012, 3.316], [2.003, 7.017, 3.974], [1.608, 4.629, 3.258], [-0.462, 6.097, 3.965], [-2.246, 7.058, 3.179], [-0.847, 8.126, 3.331], [-1.202, 5.855, 1.319], [-0.997, 7.560, 0.937], [1.126, 5.832, 0.946], [1.334, 7.515, 1.495], [-0.431, 6.387, 5.013], [-0.908, 5.107, 3.861], [5.745, 2.124, 0.420], [6.109, 2.143, -1.067], [4.860, 2.579, -1.835], [3.913, 3.600, -0.710], [2.679, 2.918, -0.408], [3.931, 4.973, -1.165], [5.006, 3.430, 0.692], [6.628, 2.023, 1.051], [5.087, 1.278, 0.623], [6.921, 2.857, -1.234], [6.452, 1.169, -1.409], [5.103, 3.155, -2.725], [4.241, 1.725, -2.104], [4.421, 3.413, 1.610], [5.682, 4.285, 0.693], [-8.547, -1.925, -2.891], [-8.505, -0.402, -2.719], [-7.785, -0.108, -1.398], [-6.659, -1.476, -1.125], [-7.091, -2.200, 0.048], [-5.309, -1.014, -1.287], [-7.138, -2.415, -2.571], [-8.851, -2.212, -3.899], [-9.261, -2.358, -2.187], [-7.950, 0.043, -3.548], [-9.506, 0.032, -2.726], [-7.210, 0.815, -1.439], [-8.478, -0.076, -0.560], [-7.088, -3.479, -2.350], [-6.442, -2.164, -3.371], [2.268, -3.046, -1.592], [1.724, -1.843, -0.814], [2.772, -1.468, 0.238], [4.355, -1.979, -0.429], [4.894, -3.032, 0.401], [5.134, -0.805, -0.760], [3.716, -2.703, -1.931], [1.684, -3.244, -2.490], [2.234, -3.939, -0.965], [1.571, -1.003, -1.496], [0.764, -2.062, -0.349], [2.793, -0.395, 0.427], [2.616, -2.005, 1.172], [4.316, -3.569, -2.204], [3.771, -1.945, -2.713], [0.999, -8.069, 1.847], [0.939, -9.081, 0.697], [0.986, -8.289, -0.614], [1.885, -6.780, -0.253], [0.979, -5.667, -0.396], [3.165, -6.812, -0.921], [2.120, -7.099, 1.488], [1.183, -8.554, 2.805], [0.050, -7.533, 1.917], [1.802, -9.749, 0.755], [0.043, -9.700, 0.749], [1.505, -8.831, -1.401], [-0.011, -8.009, -0.951], [2.077, -6.163, 2.040], [3.099, -7.563, 1.609]]}